# 1
Here is one molecule with the formula C3H4N6 at a distorted geometry from the OMol25 dataset. Energies are from ωB97M-V/def2-TZVPD.

Computed properties:
Kohn-Sham gap = 8.752 eV
E_tot = -12110.85508 eV
maximum force = 0.138 hartree/bohr
structure (SMILES) = C1=NNc2nncn2N1
total charge = 0
E_LUMO = 0.45 eV
highest occupied orbital energy = -8.3 eV

Each line ends with the Mulliken charge.
Element x y z (Å)
N: 0.743 1.227 -0.060  -0.58
N: 1.788 -0.989 -0.054  -0.56
N: 0.624 -1.531 0.223  0.13
N: -0.434 0.493 -0.010  0.42
N: -1.706 -1.393 -0.180  -0.48
N: -2.616 -0.248 -0.108  -0.33
C: -0.484 -0.898 0.074  0.38
C: 1.870 0.303 -0.119  -0.05
C: -1.787 0.833 0.082  -0.01
H: 0.578 -2.388 -0.261  0.32
H: 0.664 1.995 -0.589  0.21
H: -2.187 1.798 0.773  0.28
H: 2.948 0.797 0.230  0.28

Cartesian forces, eV/Å:
N 1.48 -4.31 3.77
N 3.27 4.17 0.33
N 1.17 -4.19 -0.14
N -3.15 -2.19 1.06
N 0.79 2.40 1.11
N 4.26 1.31 0.86
C -5.44 3.66 -2.66
C 1.98 1.01 1.47
C -2.66 0.63 1.57
H -0.10 -1.78 0.08
H 0.11 3.07 -2.72
H 1.26 -2.49 -2.85
H -2.96 -1.29 -1.88

# 2
Here is one molecule with the formula C3H4O3 from the OMol25 dataset. Energies are from ωB97M-V/def2-TZVPD.

Computed properties:
Kohn-Sham gap = 10.540 eV
E_tot = -9317.15628 eV
maximum force = 0.014 hartree/bohr
structure (SMILES) = O=CCOC=O
total charge = 0
E_LUMO = 0.30 eV
highest occupied orbital energy = -10.2 eV

Each line ends with the Mulliken charge.
Element x y z (Å)
O: 0.920 1.481 0.474  -0.44
O: -1.805 0.104 1.205  -0.47
O: -0.705 -0.405 -0.715  -0.33
C: 1.311 0.481 -0.076  0.12
C: 0.484 -0.807 -0.033  -0.34
C: -1.573 0.307 0.052  0.22
H: 2.190 0.503 -0.746  0.32
H: 0.263 -1.137 0.986  0.29
H: 0.946 -1.625 -0.590  0.25
H: -2.030 1.099 -0.559  0.37

Cartesian forces, eV/Å:
O 0.45 -0.53 -0.27
O 0.14 0.04 -0.30
O -0.11 0.01 -0.04
C -0.17 0.40 0.21
C 0.11 -0.03 0.07
C -0.30 0.05 0.20
H 0.12 -0.06 0.21
H 0.08 0.17 -0.09
H -0.14 0.19 -0.04
H -0.18 -0.25 0.05

# 3
Here is C40H37AuBr2N5O3P as an isolated structure at a distorted geometry from the OMol25 dataset. Energies are from ωB97M-V/def2-TZVPD.

Computed properties:
Kohn-Sham gap = 5.191 eV
E_tot = -208727.57279 eV
maximum force = 0.029 hartree/bohr
total charge = +2
E_LUMO = -7.87 eV
highest occupied orbital energy = -13.1 eV

Each line ends with the Mulliken charge.
Element x y z (Å)
Au: -0.243 -0.284 0.206  0.73
Br: 1.847 -0.424 -1.031  -0.39
Br: -0.633 6.419 -2.430  -0.16
P: -2.437 -0.284 1.152  1.06
O: -0.016 -7.267 3.024  -0.58
O: -0.863 1.330 -1.120  0.31
O: 0.151 1.836 1.338  -0.10
N: 0.417 -1.647 1.510  0.35
N: -0.499 -5.769 4.656  -0.04
N: 0.729 5.561 3.010  -0.07
N: -0.224 -5.106 2.387  -0.10
N: 0.947 3.364 3.128  -0.24
C: -2.393 -4.202 4.389  0.18
C: -0.679 3.707 -1.644  -0.44
C: -2.323 -3.704 7.108  -0.63
C: 0.996 -1.143 2.606  -0.27
C: 0.217 -3.801 2.518  0.02
C: -0.242 -6.135 3.360  0.23
C: -1.797 0.184 5.151  -1.04
C: 1.322 6.104 5.425  -1.11
C: -0.394 5.001 -1.224  -0.90
C: -1.416 -4.581 6.539  -0.70
C: -4.290 -2.122 6.971  -1.53
C: -2.246 0.418 2.798  0.93
C: 0.829 -3.282 3.668  -0.13
C: -0.048 2.897 0.536  0.16
C: -0.856 1.063 -2.563  -1.49
C: 1.616 3.274 5.568  -0.73
C: 1.113 5.284 4.318  0.71
C: 0.645 4.383 2.349  0.00
C: -2.148 2.373 4.204  -0.81
C: -2.311 1.809 2.951  -0.57
C: 0.212 4.202 0.955  0.46
C: -0.527 2.665 -0.756  0.49
C: 1.825 4.076 6.669  -0.74
C: -3.064 -1.970 1.390  -0.85
C: 1.678 5.473 6.598  -0.46
C: -1.974 -0.390 3.899  -0.44
C: -3.878 0.547 0.451  0.73
C: -3.291 -3.061 6.338  0.44
C: 1.249 3.900 4.378  0.27
C: -1.435 -4.829 5.170  -0.13
C: 1.235 -1.963 3.690  -1.01
C: 0.036 5.256 0.061  -0.58
C: -1.885 1.560 5.303  -0.99
C: -6.269 1.476 -0.598  -0.59
C: -3.309 -3.333 4.979  -0.56
C: -4.027 0.689 -0.928  -0.36
C: -6.123 1.331 0.777  -0.73
C: 0.064 -2.941 1.437  -0.29
C: -5.223 1.156 -1.450  -0.76
C: -4.932 0.865 1.310  -0.63
H: -1.740 1.513 -3.007  0.45
H: -2.516 2.440 2.093  0.55
H: -1.929 -1.467 3.796  0.25
H: 1.849 6.065 7.487  0.41
H: -0.221 -6.495 5.301  0.28
H: 0.051 1.461 -3.008  0.39
H: 2.116 3.629 7.610  0.42
H: -0.308 -3.304 0.488  0.39
H: -4.702 -2.551 7.883  0.48
H: 1.211 7.179 5.372  0.42
H: -2.330 -2.625 1.850  -0.08
H: -5.343 1.260 -2.520  0.46
H: 0.247 6.277 0.351  0.55
H: 1.748 -1.562 4.553  0.55
H: -6.944 1.572 1.439  0.45
H: -0.213 -5.497 1.456  0.25
H: -2.293 -3.529 8.177  0.49
H: -3.216 0.420 -1.593  0.30
H: 1.025 -3.925 4.514  0.68
H: -3.960 -1.916 2.006  0.42
H: -1.741 2.007 6.279  0.46
H: -3.813 -1.180 7.251  0.25
H: 0.562 6.475 2.626  0.23
H: -7.207 1.829 -1.005  0.43
H: -5.111 -1.898 6.292  0.35
H: -0.687 -5.089 7.162  0.45
H: -4.079 -2.876 4.366  0.31
H: -2.240 3.444 4.330  0.47
H: -2.476 -4.442 3.337  0.75
H: -4.830 0.743 2.381  0.38
H: 1.279 -0.100 2.589  0.38
H: -3.329 -2.370 0.410  0.50
H: -0.878 -0.013 -2.688  0.44
H: -1.032 3.548 -2.652  0.57
H: -1.602 -0.451 6.007  0.77
H: 0.562 2.173 2.242  0.71
H: 1.736 2.198 5.611  0.54

Cartesian forces, eV/Å:
Au -0.40 0.47 -1.34
Br 0.13 -0.03 0.20
Br 0.01 0.06 -0.06
P -0.47 -0.20 1.24
O 0.06 0.08 -0.04
O 0.30 0.00 0.12
O 0.25 0.09 0.42
N -0.46 -0.25 0.29
N -0.02 0.23 0.30
N 0.05 0.12 0.07
N 0.00 0.14 0.01
N 0.02 -0.08 0.12
C -0.21 0.02 -0.11
C -0.19 -0.07 -0.13
C 0.03 -0.07 0.02
C 0.12 0.05 0.00
C 0.10 -0.15 0.11
C 0.04 -0.07 -0.14
C 0.04 -0.02 0.05
C -0.01 0.02 -0.08
C -0.03 0.05 0.01
C 0.15 0.13 0.15
C 0.20 -0.08 -0.02
C 0.17 0.22 0.02
C 0.10 0.02 0.03
C 0.01 -0.40 -0.10
C 0.05 -0.08 0.05
C 0.00 -0.03 0.00
C -0.06 0.21 -0.09
C 0.00 -0.05 -0.08
C -0.04 -0.02 0.01
C -0.11 -0.14 0.02
C 0.03 0.13 0.17
C 0.05 -0.06 0.08
C 0.02 -0.06 -0.01
C 0.25 -0.06 -0.30
C -0.01 0.00 0.00
C -0.07 -0.03 -0.11
C 0.38 0.07 -0.54
C -0.11 0.13 0.10
C -0.08 -0.25 -0.20
C 0.15 -0.16 -0.14
C 0.04 -0.10 0.00
C 0.03 -0.04 0.07
C 0.07 0.05 -0.02
C -0.02 0.00 0.08
C 0.03 -0.06 -0.13
C 0.01 -0.02 0.08
C 0.02 -0.03 -0.01
C 0.14 0.02 -0.17
C 0.02 -0.01 -0.07
C -0.02 0.02 -0.06
H -0.03 0.04 0.07
H -0.02 0.02 0.05
H 0.04 0.01 0.05
H 0.01 -0.01 -0.02
H -0.16 -0.13 -0.02
H 0.06 0.01 0.07
H -0.01 0.01 -0.02
H -0.16 0.12 0.02
H -0.04 -0.01 -0.03
H 0.01 -0.03 0.00
H -0.05 -0.01 0.10
H 0.01 0.00 0.02
H 0.00 -0.02 0.01
H -0.03 0.02 0.00
H 0.00 0.01 -0.01
H 0.00 -0.05 -0.01
H 0.02 -0.04 -0.02
H -0.05 -0.02 0.00
H -0.06 0.02 -0.01
H -0.02 0.04 0.01
H -0.05 -0.02 -0.02
H -0.03 0.01 -0.02
H -0.02 0.00 0.00
H 0.02 0.02 0.01
H 0.00 -0.01 0.01
H -0.03 0.04 0.00
H 0.02 -0.05 -0.01
H 0.07 -0.02 -0.01
H -0.03 0.01 0.03
H -0.01 0.03 0.01
H -0.06 -0.03 0.00
H -0.04 -0.02 0.02
H -0.02 -0.05 0.07
H 0.03 0.04 0.05
H -0.01 0.00 -0.03
H -0.16 0.33 -0.21
H 0.00 0.03 0.04

# 4
Here is one molecule with the formula C3H7N from the OMol25 dataset. Energies are from ωB97M-V/def2-TZVPD.

Computed properties:
Kohn-Sham gap = 9.077 eV
E_tot = -4713.61645 eV
maximum force = 0.018 hartree/bohr
structure (SMILES) = C=CNC
total charge = 0
E_LUMO = 1.20 eV
highest occupied orbital energy = -7.9 eV

Each line ends with the Mulliken charge.
Element x y z (Å)
N: 0.489 -0.058 0.424  -0.22
C: -0.654 -0.115 -0.343  0.10
C: 1.796 -0.050 -0.141  -0.88
C: -1.891 0.211 0.019  -0.84
H: -0.490 -0.570 -1.320  0.25
H: -2.751 0.089 -0.632  0.24
H: 1.994 0.791 -0.810  0.30
H: -2.134 0.676 0.976  0.23
H: 0.363 0.055 1.413  0.22
H: 2.564 0.065 0.622  0.31
H: 2.029 -0.957 -0.705  0.28

Cartesian forces, eV/Å:
N -0.71 -0.02 0.28
C 0.19 -0.45 -0.24
C 0.88 0.14 -0.27
C -0.62 0.46 0.37
H 0.03 0.22 -0.04
H 0.36 -0.18 -0.09
H -0.32 0.16 -0.18
H 0.29 -0.16 -0.10
H 0.17 0.19 -0.02
H -0.19 -0.24 0.25
H -0.09 -0.13 0.04

# 5
Here is a 2-piece molecular cluster, C3H7S overall at a distorted geometry from the OMol25 dataset. Energies are from ωB97M-V/def2-TZVPD.

Computed properties:
Kohn-Sham gap = 5.520 eV
E_tot = -14059.44032 eV
maximum force = 0.043 hartree/bohr
total charge = -1
E_LUMO = 3.23 eV
highest occupied orbital energy = -2.3 eV

Each line ends with the Mulliken charge.
Element x y z (Å)
S: 3.852 0.230 0.037  -0.91
C: -2.672 0.084 -0.546  0.15
C: -1.578 -0.572 -0.142  -0.84
C: -3.820 0.141 0.449  -0.84
H: -1.419 -1.287 0.650  0.20
H: -2.677 0.630 -1.477  0.32
H: 4.606 -0.823 -0.057  -0.08
H: -0.635 -0.449 -0.687  0.25
H: -3.493 -0.465 1.288  0.27
H: -4.775 -0.185 0.045  0.27
H: -3.857 1.200 0.720  0.21

Cartesian forces, eV/Å:
S -0.79 1.05 0.09
C 0.46 -1.31 1.74
C 1.13 0.51 -1.85
C 0.60 0.42 -1.13
H -0.72 0.32 0.64
H -0.02 0.28 0.07
H 0.76 -1.06 -0.10
H -0.37 -0.14 -0.21
H -0.42 0.07 0.25
H -0.16 0.02 0.08
H -0.47 -0.17 0.39

# 6
Here is C26H28CuN4O2Si as an isolated structure at a distorted geometry from the OMol25 dataset. Energies are from ωB97M-V/def2-TZVPD.

Computed properties:
Kohn-Sham gap = 6.312 eV
E_tot = -89992.21159 eV
maximum force = 0.024 hartree/bohr
total charge = -1
E_LUMO = 2.50 eV
highest occupied orbital energy = -3.8 eV

Each line ends with the Mulliken charge.
Element x y z (Å)
Cu: 0.623 0.027 -0.152  -0.36
Si: -0.034 -2.644 -1.836  -0.05
O: 0.099 2.272 0.101  -0.26
O: 2.538 -0.442 0.049  -0.89
N: -0.632 -1.280 -0.998  -0.23
N: -2.503 -0.055 -0.291  0.08
N: 0.876 0.493 1.827  -0.47
N: 1.054 -0.542 2.556  0.25
C: 3.166 -3.544 2.718  0.98
C: -0.055 1.416 2.283  0.36
C: -2.511 -2.432 0.023  -0.13
C: 3.398 -4.607 3.608  -0.88
C: 3.836 -3.463 1.458  -0.89
C: -1.336 -3.311 -3.055  -1.14
C: -4.425 -1.149 0.643  -0.54
C: -1.857 -1.248 -0.410  0.72
C: 1.613 -2.612 4.325  -0.46
C: 1.473 -2.078 -2.823  -1.03
C: 2.253 -2.523 3.071  0.61
C: 1.863 -3.657 5.181  -0.70
C: 2.012 -1.415 2.174  -0.43
C: 0.547 -4.129 -0.796  -0.78
C: -3.742 -0.024 0.198  0.59
C: -0.535 2.928 -0.978  -0.96
C: -4.443 1.311 0.228  -1.33
C: -1.365 2.548 3.968  -0.70
C: -1.725 3.517 3.048  -0.67
C: 2.763 -4.670 4.823  -0.49
C: 2.701 -1.361 0.906  1.37
C: 3.595 -2.449 0.599  -0.53
C: -1.256 3.447 1.737  -0.68
C: -0.438 2.405 1.352  1.08
C: -3.775 -2.374 0.556  -0.76
C: -0.527 1.509 3.590  -0.40
H: -1.982 -3.373 -0.042  0.16
H: 1.237 -1.212 -3.445  0.27
H: -0.213 0.754 4.297  0.38
H: 0.044 2.667 -1.861  0.31
H: -2.382 4.330 3.331  0.37
H: 1.362 -3.700 6.141  0.38
H: -4.669 1.597 1.257  0.31
H: 1.847 -2.877 -3.470  0.33
H: 4.553 -4.237 1.201  0.31
H: -0.898 -3.990 -3.792  0.32
H: 4.109 -2.391 -0.353  0.35
H: -0.281 -4.637 -0.295  0.45
H: -5.428 -1.066 1.043  0.37
H: -0.521 4.016 -0.853  0.36
H: -1.548 4.213 1.031  0.26
H: 0.909 -1.836 4.590  0.36
H: -4.266 -3.280 0.894  0.39
H: -1.736 2.604 4.984  0.38
H: 2.275 -1.785 -2.140  0.22
H: 4.093 -5.388 3.317  0.36
H: 2.946 -5.499 5.497  0.37
H: -1.808 -2.484 -3.592  0.29
H: -1.559 2.571 -1.101  0.24
H: 1.062 -4.871 -1.413  0.34
H: -5.384 1.265 -0.325  0.38
H: 1.246 -3.797 -0.023  0.01
H: -3.811 2.074 -0.212  0.12
H: -2.127 -3.854 -2.533  0.32

Cartesian forces, eV/Å:
Cu -0.82 -0.44 -0.82
Si 0.23 -0.13 -0.29
O -0.06 0.12 0.14
O 0.95 -0.39 0.10
N -0.19 0.38 0.41
N 0.05 0.05 0.05
N 0.34 -0.55 0.02
N -0.07 0.69 0.35
C -0.13 0.07 0.24
C -0.38 0.52 0.51
C 0.00 -0.04 0.13
C 0.02 -0.01 0.00
C -0.03 0.20 -0.21
C 0.07 0.06 0.16
C -0.05 0.03 0.02
C -0.08 -0.11 -0.45
C -0.07 -0.03 0.08
C -0.08 -0.09 0.13
C 0.05 -0.02 -0.05
C 0.01 0.05 -0.07
C 0.25 -0.47 -0.43
C -0.09 0.21 0.01
C 0.04 -0.13 -0.04
C -0.09 0.16 -0.09
C 0.07 -0.02 0.11
C -0.08 0.04 0.06
C -0.02 -0.06 -0.09
C 0.02 -0.10 0.03
C -0.36 0.42 0.16
C 0.47 -0.31 0.11
C -0.26 0.18 0.02
C 0.22 -0.24 -0.01
C 0.02 -0.03 -0.07
C 0.05 -0.05 -0.19
H -0.06 0.03 0.04
H -0.05 0.00 0.00
H 0.00 -0.01 0.00
H -0.03 -0.01 0.00
H 0.03 0.00 0.02
H -0.03 0.01 -0.01
H -0.03 0.05 0.01
H -0.01 -0.02 0.00
H -0.04 -0.05 -0.01
H 0.06 0.00 0.03
H -0.06 0.01 -0.02
H 0.02 0.00 -0.01
H 0.00 0.02 -0.01
H 0.03 -0.04 -0.01
H 0.01 -0.06 -0.02
H 0.01 -0.01 0.03
H 0.02 -0.01 0.02
H 0.03 -0.01 0.00
H -0.04 0.04 -0.01
H 0.01 0.02 -0.02
H 0.02 0.01 -0.01
H 0.02 0.01 0.00
H 0.00 -0.05 0.06
H 0.00 0.04 -0.06
H 0.02 0.01 0.02
H -0.02 -0.02 -0.01
H 0.09 0.09 -0.05
H 0.00 0.01 -0.01

# 7
Here is an isolated ion of composition C10H13BrN3S and charge +1 at a distorted geometry from the OMol25 dataset. Energies are from ωB97M-V/def2-TZVPD.

Computed properties:
spin multiplicity = 3
Kohn-Sham gap (alpha / beta) = 5.843 / 4.045 eV
E_tot = -95915.14581 eV
maximum force = 0.131 hartree/bohr
total charge = +1
E_LUMO (alpha / beta) = -3.23 / -7.98 eV
highest occupied orbital energy (alpha / beta) = -9.1 / -12.0 eV

Each line ends with the Mulliken charge.
Element x y z (Å)
Br: -2.826 0.386 4.347  -0.12
S: -0.161 1.883 -1.991  0.07
N: 1.791 0.689 -0.629  -0.01
N: 0.215 -0.866 -1.336  -0.33
N: 2.295 1.693 -1.092  -1.03
C: -2.499 0.919 1.579  -0.90
C: 1.532 2.602 -1.781  -0.26
C: -1.766 0.666 2.757  0.08
C: 0.362 0.589 -0.841  1.24
C: -1.817 0.985 0.402  -0.72
C: 0.706 -1.913 -0.388  -0.16
C: 0.281 0.558 1.582  0.01
C: -0.378 0.604 0.435  -0.51
C: 0.463 -3.223 -1.100  -1.11
C: -0.425 0.548 2.804  -0.54
H: 0.741 -4.201 -0.531  0.33
H: -3.538 1.080 1.758  0.48
H: 1.652 3.484 -1.001  0.25
H: -0.615 -3.085 -1.275  0.33
H: 1.852 3.109 -2.758  0.37
H: 0.816 -0.820 -2.183  0.49
H: -0.732 -1.078 -1.767  0.54
H: 1.318 0.588 1.594  0.64
H: 1.033 -3.267 -2.021  0.35
H: -0.008 -1.831 0.521  0.20
H: 1.779 -1.776 -0.191  0.34
H: 0.165 0.370 3.640  0.55
H: -2.235 1.310 -0.535  0.42

Cartesian forces, eV/Å:
Br 0.65 0.27 -0.66
S 0.00 0.41 0.17
N -3.25 -5.25 1.72
N -0.30 0.66 -2.98
N 4.28 4.30 -2.94
C 0.65 0.15 0.64
C 0.67 2.68 1.02
C -2.01 -0.50 1.05
C 1.58 -1.54 0.66
C 2.00 -1.18 0.44
C -0.61 -0.65 1.38
C -0.71 0.16 3.00
C -4.21 3.19 -2.02
C -0.29 -1.14 0.85
C 1.00 -0.12 -2.10
H -0.80 2.03 -0.67
H -0.60 0.26 -0.59
H -1.53 -0.37 -1.44
H 0.14 -1.46 -0.47
H -0.24 -1.10 0.86
H 0.04 -0.59 0.60
H 0.93 0.09 1.20
H 1.72 -0.40 -0.02
H -0.10 0.02 -0.33
H 1.70 -0.16 -1.27
H -0.69 0.61 0.26
H 0.44 -0.09 1.74
H -0.43 -0.27 -0.10

# 8
Here is one molecule with the formula N2O2S at a distorted geometry from the OMol25 dataset. Energies are from ωB97M-V/def2-TZVPD.

Computed properties:
Kohn-Sham gap (alpha / beta) = 7.338 / 7.341 eV
E_tot = -17905.54054 eV
maximum force = 0.076 hartree/bohr
total charge = 0
E_LUMO (alpha / beta) = -0.79 / -0.79 eV
highest occupied orbital energy (alpha / beta) = -8.1 / -8.1 eV

Each line ends with the Mulliken charge.
Element x y z (Å)
S: 1.639 0.249 0.354  0.27
O: 1.359 -0.776 -0.668  -0.44
O: -0.326 0.425 0.980  -0.51
N: -0.990 0.161 0.069  0.93
N: -1.683 -0.059 -0.735  -0.26

Cartesian forces, eV/Å:
S 2.17 0.32 -0.02
O 0.02 -0.57 -0.61
O 0.65 0.95 3.30
N -0.73 0.24 0.47
N -2.10 -0.95 -3.14

Repeat the fourth record exactly.
Here is one molecule with the formula C3H7N from the OMol25 dataset. Energies are from ωB97M-V/def2-TZVPD.

Computed properties:
Kohn-Sham gap = 9.077 eV
E_tot = -4713.61645 eV
maximum force = 0.018 hartree/bohr
structure (SMILES) = C=CNC
total charge = 0
E_LUMO = 1.20 eV
highest occupied orbital energy = -7.9 eV

Each line ends with the Mulliken charge.
Element x y z (Å)
N: 0.489 -0.058 0.424  -0.22
C: -0.654 -0.115 -0.343  0.10
C: 1.796 -0.050 -0.141  -0.88
C: -1.891 0.211 0.019  -0.84
H: -0.490 -0.570 -1.320  0.25
H: -2.751 0.089 -0.632  0.24
H: 1.994 0.791 -0.810  0.30
H: -2.134 0.676 0.976  0.23
H: 0.363 0.055 1.413  0.22
H: 2.564 0.065 0.622  0.31
H: 2.029 -0.957 -0.705  0.28

Cartesian forces, eV/Å:
N -0.71 -0.02 0.28
C 0.19 -0.45 -0.24
C 0.88 0.14 -0.27
C -0.62 0.46 0.37
H 0.03 0.22 -0.04
H 0.36 -0.18 -0.09
H -0.32 0.16 -0.18
H 0.29 -0.16 -0.10
H 0.17 0.19 -0.02
H -0.19 -0.24 0.25
H -0.09 -0.13 0.04